46
Properties=species:S:1:pos:R:3:forces:R:3 method="wB97M-V/def2-TZVPD" relative_energy_kcal_mol=20.4 spin_multiplicity=4 total_charge=0 gap_ev="6.91 / 6.65"
Cr 1.3761 -0.2818 0.6239 -0.1 -0.3 -0.9
O 1.8250 -0.0195 -3.8566 0.1 0.1 0.0
C 1.1738 -1.1595 -4.1299 -0.1 -0.2 0.2
C 1.0389 -1.5416 -5.4651 0.1 0.1 0.0
C 0.3570 -2.6906 -5.8021 0.1 0.1 0.2
C -0.1984 -3.4959 -4.8110 -0.1 -0.1 0.1
C -0.0490 -3.1508 -3.4861 0.0 0.1 -0.1
C 0.6339 -1.9831 -3.1232 0.0 0.2 -0.3
C 0.7945 -1.6314 -1.7189 0.0 0.0 0.6
O 1.2658 -0.4848 -1.3619 0.3 0.3 -0.2
N 0.5040 -2.5408 -0.8041 -0.4 -1.1 -0.7
N 0.7397 -2.0686 0.4054 -0.5 -2.1 1.3
C 0.8628 -2.8730 1.4344 -0.4 0.2 -1.9
C 1.1747 -2.2128 2.6477 0.3 0.8 1.5
C 1.3664 -2.8558 3.8800 -0.2 0.1 -0.8
C 1.6400 -2.1027 4.9984 0.0 0.6 -0.1
C 1.7097 -0.7125 4.8746 0.0 -0.4 0.1
C 1.5317 -0.1434 3.6290 0.0 0.3 0.0
N 1.2926 -0.8578 2.5326 0.2 -0.9 1.1
H 1.7823 0.1314 -2.8859 0.0 0.0 -0.2
H 1.4812 -0.9038 -6.2134 0.0 0.1 -0.1
H 0.2465 -2.9628 -6.8405 0.0 0.0 -0.1
H -0.7403 -4.3892 -5.0826 0.0 -0.1 0.0
H -0.4625 -3.7678 -2.7016 0.0 0.0 0.0
H 0.7839 -3.9490 1.3362 -0.1 0.1 -0.1
H 1.2917 -3.9300 3.9198 0.0 -0.1 0.0
H 1.7857 -2.5730 5.9576 0.0 -0.1 0.1
H 1.9123 -0.0879 5.7287 0.0 0.1 0.1
H 1.5739 0.9288 3.4806 0.1 0.0 0.0
N -5.4701 6.7810 0.7922 -0.2 0.3 0.0
C -4.6714 5.9580 0.7986 -0.4 0.5 0.0
C -3.7095 4.9266 0.7994 0.7 -0.7 0.0
C -4.0847 3.6467 1.2161 0.0 0.2 -0.1
C -3.1648 2.6252 1.1958 0.2 0.0 -0.1
C -1.8568 2.8614 0.7584 -0.4 0.4 0.0
C -1.4849 4.1470 0.3490 0.0 -0.2 0.0
C -2.4030 5.1730 0.3685 -0.3 0.0 0.1
C -0.9325 1.7959 0.7300 0.4 -0.8 0.1
C -0.1876 0.8341 0.7309 -0.4 0.6 0.0
H -5.0978 3.4724 1.5446 -0.1 0.0 0.0
H -3.4353 1.6279 1.5066 0.0 -0.1 0.0
H -0.4740 4.3163 0.0121 0.1 0.0 0.0
H -2.1314 6.1680 0.0479 0.0 0.0 0.0
O 3.6318 -1.2277 0.6193 0.7 -0.3 -0.1
S 4.0362 0.2180 0.6470 -2.3 -0.2 0.1
N 2.7411 0.9878 0.7163 2.8 2.3 0.2

---

7
Properties=species:S:1:pos:R:3:forces:R:3 method="wB97M-V/def2-TZVPD" relative_energy_kcal_mol=11.8 spin_multiplicity=3 total_charge=0 gap_ev="6.88 / 7.65"
C 0.7704 -0.2556 0.2674 -0.5 1.3 -0.1
N -0.9658 0.4246 0.3339 2.9 -1.7 -0.8
F 0.8632 -0.6787 -0.9935 -0.1 -0.2 0.4
Cl -0.9966 1.8147 -0.7344 -0.2 3.0 -0.8
Cl -1.9139 -0.8186 -0.3731 -1.6 -1.5 0.5
H 1.5350 0.4697 0.4643 -0.2 0.9 0.0
H 0.7077 -0.9561 1.0354 -0.3 -1.7 0.7

---

10
Properties=species:S:1:pos:R:3:forces:R:3 method="wB97M-V/def2-TZVPD" relative_energy_kcal_mol=4.6 smiles="NC(=O)NP" total_charge=0 gap_ev=9.60
N -1.8786 -0.6399 -0.1323 -1.0 0.4 -1.4
C -0.6177 -1.1627 0.0798 -0.3 2.6 0.6
O -0.3185 -2.1149 0.7445 0.0 -1.1 0.1
N 0.2988 -0.2037 -0.3255 -0.8 0.4 -2.2
P 1.9881 -0.5745 -0.0653 -0.2 -0.1 0.1
H -2.0023 0.0208 -0.9329 0.1 -1.1 1.4
H -2.7048 -1.1585 0.0984 0.1 -0.4 0.0
H -0.1139 0.4178 -1.1118 1.8 -1.4 1.9
H 2.3380 0.0607 -1.2501 0.5 0.3 -0.5
H 2.0824 -1.8828 -0.6361 -0.1 0.3 -0.1

---

10
Properties=species:S:1:pos:R:3:forces:R:3 method="wB97M-V/def2-TZVPD" relative_energy_kcal_mol=23.4 total_charge=0 gap_ev=8.31
N -0.5216 -1.7858 -0.3164 0.1 0.1 0.6
P -0.5471 0.1526 1.9918 -0.9 -0.4 -1.4
P -0.0021 -1.7814 1.2196 2.3 -1.2 0.9
P -0.6984 1.0213 -1.7051 0.7 2.9 1.2
P -1.1427 -0.2761 -0.1314 -3.3 -1.0 1.2
H 0.1444 -3.0689 1.8918 -1.4 0.6 -0.3
H 1.3696 -1.7179 1.2760 1.0 0.1 -0.2
H -1.2704 0.2244 -2.6069 -0.4 -1.7 -1.4
H 0.4937 0.3820 -1.4033 1.1 -0.2 -1.0
H -2.5654 -0.5504 -0.3664 0.7 0.7 0.3

---

34
Properties=species:S:1:pos:R:3:forces:R:3 method="wB97M-V/def2-TZVPD" total_charge=-1 gap_ev=5.20
C -6.2307 -4.4238 -0.1379 0.4 -0.3 0.1
C -5.3907 -3.6131 -0.4329 -0.3 -0.1 0.1
C -4.3499 -2.6642 -0.7485 -0.3 -0.4 0.1
Ga -3.0169 -2.6221 0.7693 0.1 0.1 -0.5
Cl -2.2419 -4.7657 0.9972 0.0 0.1 0.1
P -4.1689 -2.0968 2.7911 -0.6 0.3 -0.9
S -5.7978 -1.0209 2.3797 0.0 0.1 0.1
B -1.3129 -1.4111 0.5143 0.3 -0.1 0.0
O -0.1104 -1.8040 1.1041 -0.4 0.6 0.4
O -1.2727 -0.2361 -0.1972 0.0 -0.1 0.3
C -0.2172 0.6687 0.0902 0.2 0.2 -0.4
H -6.7263 -5.2748 0.2574 -0.3 0.1 -0.1
H -4.7922 -1.6964 -0.9684 0.1 0.2 0.1
H -3.8515 -3.0333 -1.6441 0.3 0.1 -0.1
H -4.5317 -3.2586 3.5049 0.4 0.1 0.4
H -3.3154 -1.3330 3.6200 0.0 -0.5 0.4
H -0.3434 -2.3188 1.8832 0.3 -0.5 -0.2
H -0.4177 1.5888 -0.4458 -0.2 0.1 0.0
H -0.1316 0.8918 1.1508 -0.1 -0.1 0.2
H 0.7514 0.3025 -0.2477 0.1 -0.2 0.0
C 5.8713 2.1003 -1.3063 0.0 0.0 0.0
C 4.8661 1.7741 -2.2064 0.1 0.0 0.1
C 3.5732 2.2252 -1.9972 0.0 -0.1 -0.2
C 3.3106 3.0020 -0.8855 0.1 0.0 0.0
C 4.2953 3.3321 0.0253 0.1 0.1 0.2
C 5.5850 2.8753 -0.1904 0.0 -0.1 -0.1
N 1.9409 3.4966 -0.6699 0.0 -0.1 0.0
O 1.0977 3.1704 -1.4764 0.0 0.1 -0.1
O 1.7412 4.1946 0.3031 0.0 0.1 0.0
H 6.8807 1.7490 -1.4745 0.0 0.0 0.0
H 5.0888 1.1677 -3.0731 0.0 0.0 0.0
H 2.7854 1.9730 -2.6909 -0.1 0.1 0.1
H 4.0648 3.9355 0.8902 -0.1 0.0 0.0
H 6.3676 3.1252 0.5123 0.0 0.0 0.0

---

17
Properties=species:S:1:pos:R:3:forces:R:3 method="wB97M-V/def2-TZVPD" relative_energy_kcal_mol=19.2 smiles="CC(=O)NCCN" total_charge=0 gap_ev=10.32
C -1.8427 1.5251 -0.6249 0.5 -0.2 0.2
C -0.3627 1.5587 -0.9500 -0.1 0.0 -0.1
O 0.1753 2.5726 -1.3533 0.1 0.1 -0.1
N 0.3449 0.3997 -0.8120 -0.2 0.6 0.0
C -0.1267 -0.7825 -0.1406 -0.5 -1.0 0.0
C 0.9941 -1.5735 0.5134 0.0 0.2 0.3
N 1.3370 -0.9891 1.8160 0.0 0.1 -0.2
H -1.9584 1.7091 0.4510 -0.2 0.0 -0.2
H -2.2851 2.3213 -1.2111 -0.2 0.1 0.1
H -2.2821 0.5569 -0.8714 -0.1 0.2 0.0
H 1.2945 0.5154 -1.1404 0.0 -0.4 0.2
H -0.8453 -0.5276 0.6330 0.1 0.3 0.3
H -0.7208 -1.4540 -0.7846 0.5 0.2 -0.3
H 0.6536 -2.6001 0.6790 0.1 0.1 -0.1
H 1.8535 -1.5952 -0.1618 0.1 -0.2 -0.2
H 1.7487 -0.0703 1.6707 0.0 -0.1 0.2
H 2.0222 -1.5666 2.2870 0.1 0.1 0.0

---

14
Properties=species:S:1:pos:R:3:forces:R:3 method="wB97M-V/def2-TZVPD" relative_energy_kcal_mol=4.6 smiles="CC1=CNC(=O)C1" total_charge=0 gap_ev=9.24
C -1.9221 0.6283 -0.2598 0.1 0.0 -0.1
C -0.4848 0.2473 -0.0370 0.1 0.0 0.0
C 0.5325 1.0595 0.2582 0.0 0.1 0.0
N 1.7421 0.3453 0.3996 0.0 -0.1 0.3
C 1.5267 -1.0167 0.3622 0.1 -0.1 -0.7
O 2.3500 -1.8953 0.4888 -0.1 0.3 0.4
C 0.1102 -1.1410 -0.1835 -0.3 0.2 0.2
H -2.1660 0.6254 -1.3290 0.0 0.0 0.1
H -2.1320 1.6347 0.1232 0.1 -0.2 -0.1
H -2.6232 -0.0595 0.2307 0.2 0.1 0.0
H 0.5339 2.1370 0.3810 0.0 -0.2 0.0
H 2.6375 0.7401 0.6306 -0.1 0.0 0.1
H -0.4934 -1.9840 0.1596 0.3 0.1 0.1
H 0.3885 -1.3210 -1.2248 -0.5 -0.1 -0.3

---

140
Properties=species:S:1:pos:R:3:forces:R:3 method="wB97M-V/def2-TZVPD" spin_multiplicity=3 total_charge=+1 gap_ev="6.62 / 7.64"
C 2.9081 -3.3097 1.7139 0.0 -0.2 0.4
C 1.4289 -2.9500 1.7048 0.0 0.0 -0.1
C 0.6531 -2.9265 0.3470 0.2 0.1 0.8
Br 1.8541 -3.0333 -1.1886 -0.3 0.0 -0.2
C -0.3848 -1.7952 0.3936 -0.3 -0.1 -0.1
N 0.2158 -0.4528 0.6496 -0.2 0.1 -0.4
C 1.5365 -0.1073 0.0500 0.3 -0.1 0.0
C 2.0982 1.2649 0.4028 0.2 0.1 0.4
C 1.7243 2.4761 -0.3997 -0.1 0.0 0.1
N 2.9507 1.4004 1.3365 -0.2 0.0 -0.2
C -0.7170 0.5528 0.7059 0.2 0.3 -0.3
N -0.7148 1.3785 1.7692 0.0 0.1 -0.6
C 0.0927 1.1940 2.9822 0.0 -0.1 0.9
C -0.6381 0.4764 4.1522 0.2 0.1 0.1
O -0.0111 -0.7727 4.4216 -0.1 -0.1 -0.1
C -0.5491 1.2836 5.4501 -0.4 0.1 0.1
N -1.6021 0.9777 6.4260 0.2 0.0 -0.2
N -1.5780 2.4799 1.6783 0.7 0.0 0.3
C -0.9435 3.7323 1.7428 -1.0 -0.4 0.1
O 0.2002 3.9374 1.7313 1.0 0.3 -0.2
F -1.8975 4.6555 1.8215 -0.1 0.1 0.0
C -2.8447 2.3749 2.3515 1.3 0.2 0.1
O -3.8371 2.1520 1.8049 -1.9 -0.6 -1.0
F -2.7414 2.5773 3.6394 0.1 0.2 0.7
N -1.5947 0.7200 -0.2861 -0.8 -1.3 0.9
C -1.8783 -0.4122 -1.2255 0.5 0.2 0.3
P -1.1282 -0.0751 -2.9379 -0.2 -0.1 0.1
O -0.0917 1.1078 -2.5122 0.5 -0.3 0.0
Cl -2.7094 1.0945 -3.5153 -0.2 0.2 -0.2
C -1.6253 -1.8230 -0.6078 0.4 -0.1 0.0
C -1.5291 -2.8699 -1.7380 -0.3 -0.1 -0.3
C -2.8399 -2.9757 -2.5710 0.2 -0.2 -0.2
C -2.7160 -2.9118 -4.1125 -0.1 0.3 0.2
C -3.5003 -4.0119 -4.8548 0.0 0.4 -0.3
O -4.3920 -3.4709 -5.8172 0.1 -0.2 0.0
C -5.5799 -2.9301 -5.2837 -0.2 0.2 0.1
N -2.8593 -2.1927 0.1413 0.3 0.1 -0.1
C -2.8689 -3.5200 0.7853 -0.5 0.0 0.2
C -3.3832 -1.2025 1.0356 -0.1 0.1 0.1
C -4.7720 -0.7216 0.7230 -0.2 -0.6 0.4
O -2.7607 -0.8007 1.9978 0.0 0.0 -0.2
H 3.2302 -3.3666 2.7575 0.0 0.0 -0.1
H 3.1077 -4.2893 1.2804 0.0 0.1 -0.2
H 3.5317 -2.5512 1.2421 0.0 -0.1 -0.2
H 1.3204 -1.9772 2.1864 0.0 0.1 0.0
H 0.9009 -3.6669 2.3408 0.0 0.1 0.0
H 0.0841 -3.8526 0.3207 0.1 0.1 -0.4
H -0.8927 -2.0146 1.3370 0.2 0.0 0.1
H 1.5141 -0.2495 -1.0311 -0.1 0.2 0.0
H 2.2531 -0.8291 0.4314 -0.1 -0.1 0.0
H 2.2812 2.4964 -1.3399 0.0 -0.1 0.0
H 0.6638 2.4897 -0.6506 0.0 0.1 -0.1
H 1.9859 3.3584 0.1752 0.0 0.0 -0.1
H 3.1674 0.5112 1.7907 0.0 0.0 0.0
H 0.9809 0.6240 2.7464 -0.1 0.0 -0.2
H 0.4400 2.1707 3.3157 0.0 0.1 -0.3
H -1.6930 0.3178 3.9168 0.0 0.0 -0.1
H -0.2640 -1.4118 3.7457 -0.1 0.0 0.0
H -0.6136 2.3483 5.2130 0.1 0.0 0.0
H 0.4320 1.1039 5.8963 0.1 0.0 -0.1
H -2.1098 0.1373 6.1831 0.1 -0.1 0.1
H -2.2648 1.7378 6.4867 -0.1 -0.1 0.0
H -2.4494 1.1884 0.0011 0.2 0.5 -0.3
H -2.9465 -0.3571 -1.4218 0.0 0.0 0.0
H 0.7402 0.9394 -2.9795 0.0 0.3 0.0
H -0.6826 -2.6904 -2.3987 0.1 0.2 0.1
H -1.3309 -3.8475 -1.2976 0.1 0.1 0.0
H -3.3057 -3.9349 -2.3376 0.0 0.1 0.2
H -3.5487 -2.2160 -2.2457 -0.1 -0.1 0.1
H -3.1474 -1.9681 -4.4570 0.1 0.0 0.0
H -1.6737 -2.8880 -4.4357 0.0 -0.2 0.0
H -2.8144 -4.6338 -5.4244 0.0 -0.2 0.1
H -4.0706 -4.6284 -4.1520 0.1 -0.1 0.0
H -6.4492 -3.3881 -5.7610 0.1 0.0 0.0
H -5.6344 -1.8505 -5.4591 0.1 0.0 0.0
H -5.6652 -3.0953 -4.2038 0.0 -0.1 0.0
H -1.9613 -4.0888 0.6067 0.0 0.1 -0.1
H -3.7137 -4.1077 0.4194 0.1 0.0 -0.1
H -2.9859 -3.4347 1.8688 0.1 0.0 0.0
H -4.7527 0.2067 0.1534 0.0 0.1 0.0
H -5.2945 -0.5608 1.6661 0.0 0.3 -0.1
H -5.3081 -1.4820 0.1557 0.1 0.1 -0.1
C -0.6193 8.0334 4.7626 0.0 0.0 0.1
C 0.5366 7.0210 4.9032 -0.7 0.5 -0.4
C 0.0909 5.8244 5.7464 0.1 -0.2 0.3
C -0.0476 6.1472 7.2345 0.1 0.1 -0.1
C 1.2388 6.7737 7.7745 -0.1 -0.3 -0.1
C 1.7027 7.9916 6.9736 -0.2 0.9 0.4
N 1.7470 7.6481 5.5167 0.5 -1.4 0.4
O 2.8172 6.9857 5.2192 -0.2 0.5 -0.1
C 0.7830 9.1949 7.2424 -0.1 0.0 -0.1
C 3.0977 8.4100 7.4213 0.2 -0.1 0.0
C 0.8863 6.5596 3.4948 0.3 -0.1 0.0
H -0.2417 9.0228 4.5061 0.0 0.0 0.0
H -1.2865 7.7174 3.9603 0.1 -0.1 0.0
H -1.2352 8.1191 5.6546 0.1 0.0 0.0
H 0.8221 5.0162 5.6291 0.1 0.1 0.0
H -0.8605 5.4545 5.3491 0.0 0.0 0.0
H -0.8977 6.8121 7.4060 0.0 0.0 0.0
H -0.2643 5.2305 7.7866 0.0 0.0 0.0
H 1.1050 7.0720 8.8159 0.0 0.0 0.0
H 2.0306 6.0181 7.7635 0.0 0.1 -0.1
H 1.0293 10.0229 6.5770 0.0 0.0 0.0
H 0.9308 9.5346 8.2670 0.1 0.0 0.0
H -0.2764 8.9775 7.1409 0.0 0.0 0.0
H 3.8139 7.5952 7.3460 0.0 0.0 -0.1
H 3.0529 8.7255 8.4633 -0.1 0.0 0.0
H 3.4649 9.2451 6.8241 0.0 0.0 0.0
H 1.2403 7.3906 2.8828 0.0 0.0 0.0
H -0.0084 6.1553 3.0299 -0.1 0.0 0.0
H 1.6496 5.7850 3.4904 0.0 0.1 0.0
C 3.7080 -3.4838 -6.7353 -0.1 0.0 -0.1
C 2.7087 -4.3260 -5.9154 0.6 0.8 -0.2
C 3.4048 -5.5603 -5.3397 0.0 -0.3 0.0
C 3.7163 -6.6228 -6.3946 -0.1 0.1 0.0
C 2.4578 -6.9964 -7.1783 0.1 -0.1 0.3
C 1.7445 -5.7901 -7.7903 0.2 0.2 -0.9
N 1.5365 -4.7470 -6.7367 -0.3 -1.1 1.0
O 0.5215 -5.0268 -5.9845 0.0 0.4 -0.4
C 2.5443 -5.2354 -8.9811 0.1 0.1 0.1
C 0.3871 -6.2083 -8.3422 -0.2 -0.1 0.2
C 2.2080 -3.4295 -4.7877 -0.2 0.0 0.2
H 3.1878 -2.8372 -7.4422 0.0 0.0 0.0
H 4.2844 -2.8457 -6.0657 0.0 0.0 0.1
H 4.4325 -4.0814 -7.2822 -0.1 0.0 0.0
H 2.7644 -6.0052 -4.5709 -0.1 0.1 0.0
H 4.3225 -5.2410 -4.8398 0.0 0.0 0.0
H 4.4996 -6.2748 -7.0723 0.0 0.0 0.0
H 4.1152 -7.5117 -5.9037 0.0 0.0 0.0
H 2.7027 -7.6973 -7.9783 0.0 0.0 0.0
H 1.7667 -7.5156 -6.5068 -0.1 0.1 0.0
H 2.1098 -4.2998 -9.3346 0.0 0.0 0.0
H 2.5050 -5.9522 -9.8006 -0.1 0.0 0.0
H 3.5963 -5.0671 -8.7705 0.0 0.0 0.0
H -0.2313 -6.6913 -7.5888 0.0 0.1 0.0
H 0.5418 -6.9167 -9.1551 0.1 0.0 0.0
H -0.1583 -5.3488 -8.7341 0.0 0.0 0.0
H 1.6821 -2.5566 -5.1825 0.0 0.0 0.0
H 3.0648 -3.0806 -4.2088 0.1 0.0 -0.1
H 1.5389 -3.9536 -4.1086 0.0 0.0 -0.1

---

Repeat the second record exactly.
7
Properties=species:S:1:pos:R:3:forces:R:3 method="wB97M-V/def2-TZVPD" relative_energy_kcal_mol=11.8 spin_multiplicity=3 total_charge=0 gap_ev="6.88 / 7.65"
C 0.7704 -0.2556 0.2674 -0.5 1.3 -0.1
N -0.9658 0.4246 0.3339 2.9 -1.7 -0.8
F 0.8632 -0.6787 -0.9935 -0.1 -0.2 0.4
Cl -0.9966 1.8147 -0.7344 -0.2 3.0 -0.8
Cl -1.9139 -0.8186 -0.3731 -1.6 -1.5 0.5
H 1.5350 0.4697 0.4643 -0.2 0.9 0.0
H 0.7077 -0.9561 1.0354 -0.3 -1.7 0.7